DFT (ωB97M-V/def2-TZVPD) results for one molecule with the formula C4H5NOS.

Geometry as XYZ:
```
12
Properties=species:S:1:pos:R:3:forces:R:3:nbo_charge:R:1
O -1.667 -0.245 1.395 0.979 0.631 -1.127 -0.71
C -1.388 0.335 0.088 2.437 -3.555 -0.141 0.05
C -0.024 0.970 0.107 -3.344 -0.750 -0.167 -0.23
C 1.119 0.351 -0.022 2.294 1.347 -0.357 -0.26
C 1.375 -0.908 -0.638 -1.360 -0.241 1.098 0.01
N 0.463 -1.558 -1.286 1.791 -0.419 -0.114 -0.56
S -1.034 -1.000 -1.517 -1.234 1.114 1.905 0.38
H -0.826 -0.313 1.952 -1.467 0.232 -1.566 0.49
H -2.242 0.736 -0.412 -0.460 0.839 0.580 0.21
H -0.096 1.927 0.464 0.408 2.531 0.838 0.20
H 1.995 1.007 0.195 -0.474 -0.872 -0.057 0.22
H 2.325 -1.300 -0.326 0.431 -0.856 -0.892 0.19
```
Positions in Å, forces in eV/Å.

Computed properties:
- ΔE to the lowest compared entry with this formula, charge and spin: 2.724 eV
- SMILES: O[C@H]1C=CC=NS1
- HOMO level: -8.58 eV
- E_LUMO: 0.0854 eV
- Charge: 0
- Frontier orbital gap: 8.7 eV